DFT (ωB97M-V/def2-TZVPD) results for the molecule C4H8S2 in a non-equilibrium geometry.

As for the HOMO energy: -8.60 eV. The LUMO energy comes out at 0.88 eV. The largest force on an atom is 4.62 eV Å⁻¹. The value obtained for the energy above the lowest of the compared OMol25 structures with the same formula, charge and spin is 196.75 kJ/mol.

Element x y z (Å)
1 S -0.6298 -0.0898 -1.7563
2 S 0.2610 2.3226 1.3458
3 C -0.7125 0.8514 0.9119
4 C -0.2869 0.8467 2.2649
5 C 0.8597 -0.9715 -2.3451
6 C -0.1538 -0.2165 -0.0291
7 H 0.9339 -1.8731 -1.6792
8 H 1.6389 -0.2936 -2.3107
9 H -0.6301 -1.1952 0.3343
10 H 0.8726 -0.2563 0.2259
11 H -1.9344 1.0740 0.8313
12 H 0.6597 -1.1837 -3.3270
13 H 0.3788 0.0415 2.6269
14 H -1.2571 0.9434 2.9062